# 1
DFT (ωB97M-V/def2-TZVPD) results for 2 unconnected molecules or ions with the total composition C2H8N6O4.

Computed properties:
ΔE to the lowest compared entry with this formula, charge and spin	0.0	kcal/mol
LUMO level (alpha / beta)	-0.805 / -1.648	eV
E_tot	-710.236871	hartree
highest occupied orbital energy (alpha / beta)	-9.80 / -7.81	eV
orbital gap (alpha / beta)	0.3305 / 0.2265	Ha

Each line ends with the Mulliken charge.
Atoms and positions in Å:
C 0.671 -0.607 0.178  1.774
C -0.846 -0.322 -0.085  -1.121
N 0.789 -0.945 1.625  -0.795
N 0.803 -1.901 -0.553  -0.782
N 1.552 0.425 -0.159  -0.653
N -1.612 -0.154 1.001  -0.220
N -0.694 2.481 -0.212  0.837
N -1.288 0.274 -1.292  0.915
O -1.240 2.661 0.857  -0.434
O -0.439 0.259 -2.237  -0.640
O -0.073 3.208 -0.921  -0.449
O -2.449 0.627 -1.410  -0.693
H 0.865 -1.964 1.769  0.247
H 1.628 -0.616 2.178  0.251
H 1.674 -2.402 -0.548  0.213
H 0.503 -1.804 -1.510  0.259
H 1.285 0.958 -0.892  0.271
H 2.416 -0.031 -0.501  0.273
H -0.881 -0.307 1.765  0.430
H -2.661 0.161 0.946  0.318

=====

# 2
DFT (ωB97M-V/def2-TZVPD) results for a gas-phase ion, CH2OPS2 (charge -1).

Computed properties:
ΔE to the lowest compared entry with this formula, charge and spin	2.4	kcal/mol
LUMO level	3.560	eV
E_tot	-1252.330171	hartree
highest occupied orbital energy	-4.03	eV
orbital gap	0.2789	Ha
SMILES	[O-]C(=S)[PH2]=S
total charge	-1

Each line ends with the Mulliken charge.
Atoms and positions in Å:
C -0.795 -0.300 -0.971  0.308
O -0.716 -1.357 -1.460  -0.477
P 0.617 0.171 0.365  0.134
S -1.956 0.844 -0.879  -0.483
S 2.314 -0.753 0.836  -0.545
H 0.771 1.418 0.650  0.031
H -0.236 -0.024 1.459  0.031

=====

# 3
DFT (ωB97M-V/def2-TZVPD) results for a molecular structure, C12H17N3NbO6SSe.

Computed properties:
ΔE to the lowest compared entry with this formula, charge and spin	13.1	kcal/mol
LUMO level	-4.404	eV
E_tot	-3939.616615	hartree
highest occupied orbital energy	-11.79	eV
orbital gap	0.2714	Ha
total charge	+1

Each line ends with the Mulliken charge.
Atoms and positions in Å:
Nb 2.175 -12.278 -8.250  1.411
O 5.591 -11.555 -3.587  -0.444
C 4.965 -12.734 -3.665  0.514
O 5.477 -13.662 -4.300  -0.573
C 3.547 -12.728 -2.999  -0.265
O 2.671 -11.827 -3.618  -0.342
C 1.323 -12.362 -3.977  -0.682
C 1.150 -11.987 -5.472  0.854
O 0.600 -10.937 -5.809  -0.607
O 1.692 -12.866 -6.296  -0.692
H 6.153 -11.552 -4.416  0.365
H 3.128 -13.774 -3.102  0.242
H 3.654 -12.497 -1.930  0.316
H 1.235 -13.455 -3.917  0.360
H 0.701 -11.802 -3.359  0.371
Se 3.988 -10.906 -8.290  -0.266
C -0.589 -8.103 -10.198  -0.858
N -0.492 -9.488 -9.717  0.218
C -1.649 -10.265 -9.224  -0.813
C 0.604 -10.191 -9.697  0.082
O 0.741 -11.173 -8.879  -0.537
H -0.003 -7.425 -9.607  0.359
H -1.628 -7.716 -10.068  0.281
H -0.356 -7.991 -11.229  0.384
H -2.591 -9.757 -9.346  0.341
H -1.325 -10.534 -8.217  0.281
H -1.652 -11.252 -9.758  0.295
H 1.383 -9.891 -10.488  0.383
C 5.223 -17.256 -10.630  -1.166
C 4.414 -16.200 -9.852  0.894
C 4.411 -16.091 -8.432  -0.916
C 3.667 -15.099 -7.843  -0.005
N 3.074 -14.229 -8.661  -0.242
C 3.031 -14.415 -9.967  0.646
S 2.271 -13.105 -10.737  -0.483
N 3.579 -15.419 -10.604  -0.524
H 4.543 -17.676 -11.414  0.337
H 5.585 -18.053 -10.033  0.388
H 6.027 -16.782 -11.162  0.297
H 5.075 -16.690 -7.760  0.332
H 3.596 -14.911 -6.758  0.465

=====

# 4
DFT (ωB97M-V/def2-TZVPD) results for 2 unconnected molecules or ions with the total composition C9H12N5.

Computed properties:
ΔE to the lowest compared entry with this formula, charge and spin	74.9	kcal/mol
LUMO level	-4.623	eV
E_tot	-623.566990	hartree
highest occupied orbital energy	-12.08	eV
orbital gap	0.2740	Ha
total charge	+1

Each line ends with the Mulliken charge.
Atoms and positions in Å:
C 1.804 2.288 -3.060  -0.510
C 0.999 1.625 -2.103  -0.336
C 3.141 2.480 -2.680  -0.115
C 2.974 1.703 -0.630  -0.404
C 1.607 1.274 -0.886  0.250
C -1.371 0.637 2.810  -0.339
C 0.002 0.641 2.585  -0.222
C -3.028 0.104 1.165  0.055
C 0.955 0.716 0.214  0.534
N 3.756 2.190 -1.521  -0.535
N -2.312 0.885 1.876  -0.398
N 0.621 0.746 1.369  -0.103
N -2.948 -1.252 1.047  -0.313
N -0.410 -2.633 0.656  -0.804
H 1.572 2.596 -4.054  0.424
H -0.096 1.518 -2.255  0.401
H 3.863 2.978 -3.409  0.332
H 3.245 1.649 0.316  0.587
H -1.754 0.607 3.759  0.456
H 0.837 0.357 3.249  0.373
H -4.007 0.546 0.821  0.376
H -3.567 -1.916 0.553  0.229
H -2.134 -1.599 1.540  0.249
H 0.578 -3.005 0.737  0.256
H -0.589 -2.842 -0.400  0.259
H -1.012 -3.364 1.229  0.298